(1)
# C3H4AlO2

A molecular structure, C3H4AlO2 (ωB97M-V/def2-TZVPD, OMol25).

XYZ file:
```
10
Properties=species:S:1:pos:R:3:forces:R:3:mulliken_charge:R:1
O 1.854 0.085 0.095 -8.4 -0.7 -1.2 -0.136
Al 0.331 0.972 -0.046 0.9 -1.1 0.1 1.179
O 3.617 0.473 0.215 6.1 -0.9 -1.5 0.177
C 2.954 -0.301 -0.420 1.9 2.7 2.5 0.812
C -1.125 -0.728 0.288 0.9 -2.2 1.0 -0.389
C -1.756 0.342 -0.238 -0.6 2.6 -1.0 -0.336
H -0.714 -1.515 -0.351 -0.1 -0.2 0.0 0.408
H -1.046 -0.861 1.371 -0.1 -0.2 0.2 0.395
H -1.893 0.439 -1.320 -0.3 -0.1 -0.2 0.449
H -2.222 1.094 0.407 -0.4 0.0 0.1 0.443
```
Positions in Å, forces in eV/Å.

## Properties
HOMO level (alpha / beta)   -28.10 / -28.20 eV
Net charge   +3
ΔE to the lowest compared entry with this formula, charge and spin   319.8 kJ/mol

=====

(2)
# C2H3NO2S

A molecular structure, C2H3NO2S (ωB97M-V/def2-TZVPD, OMol25).

XYZ file:
```
9
Properties=species:S:1:pos:R:3:forces:R:3:mulliken_charge:R:1
C 0.681 -1.001 -1.114 1.4 -3.1 0.0 0.695
C 0.356 0.118 -0.373 -1.1 -0.9 -3.5 -1.145
N -2.187 -0.442 -1.003 0.2 0.1 0.6 0.225
O 1.087 -2.079 -1.417 -1.6 4.2 0.9 -0.346
O -3.340 -0.497 -0.609 1.1 0.1 -0.3 -0.468
S -1.640 -0.681 -2.550 -0.2 0.0 0.5 -0.204
H 0.231 1.047 -0.910 -0.1 -0.1 -0.3 0.370
H -1.137 -0.183 -0.283 -1.2 -0.3 -1.0 0.474
H 0.797 0.203 0.528 1.6 -0.1 3.0 0.400
```
Positions in Å, forces in eV/Å.

## Properties
HOMO level   -9.25 eV
ΔE to the lowest compared entry with this formula, charge and spin   501.2 kJ/mol